No. 1
# C24H28AuN3OSi2

A molecular structure, C24H28AuN3OSi2 (ωB97M-V with the def2-TZVPD basis set, OMol25).

Geometry as ORCA input:
```
! RIJCOSX wB97M-V def2-TZVPD def2/J DEFGRID3
* xyz 0 1
Au -0.265 -0.358 -0.579
C -0.653 1.085 3.807
C -0.857 0.608 2.402
N 0.074 0.607 1.509
N 1.258 1.156 1.879
C 2.237 1.063 0.962
O 2.215 0.473 -0.129
C 3.511 1.752 1.386
C 3.677 2.303 2.654
C 4.884 2.887 3.009
C 5.931 2.931 2.098
C 5.766 2.395 0.829
C 4.561 1.805 0.477
C -2.216 0.112 2.027
C -3.260 0.129 2.948
C -4.503 -0.351 2.560
C -4.673 -0.839 1.277
C -3.579 -0.816 0.423
N -2.395 -0.347 0.788
H 0.385 1.368 3.941
H -0.908 0.296 4.518
H -1.284 1.949 4.028
H 2.852 2.268 3.350
H 5.009 3.309 3.998
H 6.875 3.382 2.378
H 6.578 2.434 0.113
H 4.414 1.377 -0.506
H -3.107 0.510 3.946
H -5.329 -0.343 3.259
H -5.623 -1.228 0.939
H -3.650 -1.190 -0.593
C 0.902 0.125 -3.798
Si -0.050 -1.129 -2.783
C -1.655 -1.519 -3.680
C 0.952 -2.722 -2.780
C 1.230 -3.449 -3.943
C 1.957 -4.626 -3.892
C 2.421 -5.106 -2.670
C 2.158 -4.395 -1.512
C 1.421 -3.204 -1.560
Si 1.042 -2.284 0.014
C 2.543 -2.133 1.081
C -0.308 -3.127 0.993
H 1.064 -0.268 -4.806
H 1.871 0.316 -3.335
H 0.380 1.080 -3.888
H -1.460 -1.655 -4.747
H -2.397 -0.724 -3.580
H -2.095 -2.442 -3.296
H 0.878 -3.088 -4.904
H 2.168 -5.173 -4.803
H 2.985 -6.029 -2.627
H 2.527 -4.776 -0.565
H 2.795 -3.133 1.449
H 2.359 -1.490 1.944
H 3.385 -1.726 0.525
H 0.064 -4.099 1.336
H -1.196 -3.292 0.383
H -0.594 -2.546 1.873
*
```

Calculated values
HOMO	-0.2803	Ha
energy	-51309.085	eV



No. 2
# C12H36N2O5

5 unconnected molecules or ions with the total composition C12H36N2O5 at a distorted geometry (ωB97M-V with the def2-TZVPD basis set, OMol25).

Geometry as ORCA input:
```
! RIJCOSX wB97M-V def2-TZVPD def2/J DEFGRID3
* xyz 0 1
C 0.539 -2.038 1.603
O -0.152 -2.905 2.449
C 0.539 -4.103 2.717
C -0.307 -5.067 3.498
C -0.333 -4.793 4.992
N 0.095 -6.478 3.281
H 1.585 -1.857 1.879
H 0.056 -1.060 1.621
H 0.505 -2.362 0.554
H 0.812 -4.545 1.737
H 1.537 -3.904 3.140
H -1.351 -4.974 3.170
H -0.424 -3.716 5.165
H 0.602 -5.061 5.490
H -1.160 -5.306 5.481
H -0.708 -7.023 3.589
H 0.181 -6.741 2.302
C 0.149 5.880 -3.645
O -0.452 6.122 -2.402
C 0.239 5.523 -1.297
C -0.152 4.061 -1.106
C -1.649 3.898 -0.859
N 0.556 3.494 0.060
H 1.150 6.337 -3.693
H -0.405 6.342 -4.456
H 0.308 4.811 -3.810
H 1.310 5.652 -1.514
H 0.011 6.183 -0.458
H 0.134 3.500 -1.996
H -1.911 4.046 0.188
H -1.951 2.874 -1.104
H -2.244 4.518 -1.529
H 1.541 3.749 0.040
H 0.189 3.904 0.913
C -3.410 0.059 -0.389
C -3.372 0.077 -1.902
O -2.056 0.260 -2.384
H -4.407 -0.174 -0.020
H -2.983 0.940 0.094
H -2.777 -0.759 -0.018
H -4.074 0.837 -2.264
H -3.783 -0.900 -2.189
H -2.119 0.450 -3.325
C 4.216 -1.721 -1.753
C 2.816 -1.363 -1.303
O 2.914 -0.435 -0.217
H 4.733 -0.905 -2.272
H 4.249 -2.499 -2.523
H 4.848 -1.986 -0.907
H 2.340 -2.272 -0.917
H 2.248 -0.916 -2.125
H 1.967 -0.299 -0.030
O 0.199 0.602 -0.421
H 0.229 1.559 -0.208
H -0.617 0.483 -0.929
*
```

Calculated values
HOMO	-0.3391	Ha
SMILES	COC[C@H](C)N.COC[C@H](C)N.CCO.CCO.O
energy	-26243.994	eV



No. 3
# C34H53N5OP

2 unconnected molecules or ions with the total composition C34H53N5OP at a distorted geometry (ωB97M-V with the def2-TZVPD basis set, OMol25).

Geometry as ORCA input:
```
! RIJCOSX wB97M-V def2-TZVPD def2/J DEFGRID3
* xyz 1 1
C 2.472 5.073 8.434
N 2.130 3.766 7.927
C 3.082 2.894 7.477
O 4.277 3.130 7.352
C 2.380 1.588 7.140
C 2.793 0.503 8.135
C 4.205 0.016 7.898
C 4.542 -0.544 6.655
C 5.861 -0.916 6.400
C 6.841 -0.735 7.383
C 6.494 -0.205 8.632
C 5.176 0.139 8.898
N 0.981 1.954 7.228
C -0.010 1.100 6.847
C -1.327 1.263 7.122
C -2.391 0.390 6.588
C -3.818 0.851 6.777
C -4.773 0.577 5.782
C -6.071 1.063 5.894
C -6.468 1.780 7.058
N -7.763 2.220 7.201
C -8.333 2.516 8.503
C -8.532 2.729 6.086
C -5.508 1.983 8.087
C -4.204 1.530 7.921
C 0.774 3.260 7.903
C 0.243 3.076 9.334
C -0.136 4.211 7.102
H 3.554 5.129 8.568
H 2.148 5.859 7.739
H 1.978 5.247 9.398
H 2.633 1.296 6.117
H 2.701 0.907 9.158
H 2.098 -0.345 8.066
H 3.772 -0.645 5.886
H 6.129 -1.331 5.419
H 7.889 -0.990 7.176
H 7.260 -0.042 9.402
H 4.890 0.562 9.870
H 0.319 0.253 6.222
H -1.683 2.067 7.756
H -2.212 0.134 5.534
H -4.465 0.010 4.902
H -6.790 0.848 5.108
H -7.945 1.815 9.255
H -8.111 3.548 8.821
H -9.422 2.408 8.431
H -8.117 2.376 5.137
H -9.577 2.394 6.187
H -8.539 3.833 6.090
H -5.779 2.531 8.991
H -3.469 1.764 8.702
H 0.984 2.530 9.937
H 0.086 4.070 9.772
H -0.703 2.523 9.356
H 0.393 4.544 6.200
H -1.072 3.729 6.805
H -0.365 5.089 7.721
C 1.228 -4.310 8.358
C 0.305 -3.717 7.302
C 0.909 -2.411 6.785
C 0.137 -4.695 6.135
N -1.019 -3.442 7.908
C -1.375 -4.105 9.174
C -2.886 -4.060 9.318
N -3.443 -3.445 8.112
C -4.848 -3.705 7.735
C -5.578 -4.361 8.893
C -4.872 -4.629 6.508
C -5.558 -2.399 7.386
P -2.322 -3.289 6.896
H -2.313 -0.459 7.236
H 0.902 -5.313 8.667
H 2.226 -4.423 7.921
H 1.317 -3.663 9.240
H 0.473 -2.091 5.830
H 0.769 -1.603 7.511
H 1.989 -2.540 6.625
H -0.376 -4.233 5.287
H 1.122 -5.029 5.804
H -0.439 -5.571 6.450
H -1.052 -5.166 9.140
H -0.877 -3.617 10.017
H -3.249 -5.099 9.428
H -3.175 -3.505 10.215
H -5.534 -3.746 9.798
H -6.629 -4.475 8.612
H -5.190 -5.366 9.102
H -4.509 -4.124 5.605
H -4.243 -5.511 6.681
H -5.897 -4.962 6.332
H -5.264 -1.995 6.409
H -6.644 -2.570 7.346
H -5.372 -1.626 8.142
*
```

Calculated values
HOMO	-0.3433	Ha
energy	-54898.936	eV



No. 4
# C5H7N

C5H7N in the gas phase at a distorted geometry (ωB97M-V with the def2-TZVPD basis set, OMol25).

Geometry as ORCA input:
```
! RIJCOSX wB97M-V def2-TZVPD def2/J DEFGRID3
* xyz 0 1
C 2.539 -0.610 -0.004
C 1.549 -0.071 -0.438
C 0.354 0.557 -0.931
N -0.268 1.628 -0.143
C -1.018 0.402 -0.186
C -1.152 -0.593 0.906
H 3.404 -1.119 0.367
H -0.227 0.099 -1.710
H 0.224 1.595 0.753
H -1.909 0.542 -0.821
H -0.157 -0.889 1.250
H -1.729 -0.165 1.724
H -1.667 -1.491 0.540
*
```

Calculated values
HOMO	-0.3090	Ha
SMILES	C#C[C@@H]1N[C@@H]1C
energy	-6784.100	eV



No. 5
# C27H36B3Br55O7

A molecular structure, C27H36B3Br55O7 at a distorted geometry (ωB97M-V with the def2-TZVPD basis set, OMol25).

Geometry as ORCA input:
```
! RIJCOSX wB97M-V def2-TZVPD def2/J DEFGRID3
* xyz 0 1
C 5.309 3.264 -1.577
C 6.284 4.360 -1.368
O 5.599 5.490 -0.897
C 7.380 4.076 -0.397
O 6.848 3.907 0.924
B 6.979 2.597 1.379
O 6.953 2.224 2.783
B 5.856 1.403 2.854
C 4.623 1.684 3.733
C 3.487 1.985 2.771
O 2.696 3.066 3.256
C 2.090 3.628 2.205
O 1.143 3.147 1.705
O 5.828 0.296 2.064
B 5.987 0.685 0.798
C 5.042 0.312 -0.379
C 4.803 -1.154 -0.565
C 3.857 -1.330 -1.716
Br 3.940 -1.893 1.017
O 7.063 1.538 0.529
H 5.770 2.523 -2.176
H 4.516 3.663 -2.148
H 4.879 2.892 -0.683
H 6.701 4.660 -2.297
H 4.719 5.243 -0.661
H 8.051 3.309 -0.702
H 7.946 4.973 -0.347
H 4.372 0.782 4.243
H 4.721 2.503 4.399
H 3.921 2.304 1.835
H 2.886 1.139 2.565
H 2.503 4.538 1.810
H 5.490 0.660 -1.271
H 4.113 0.836 -0.290
H 5.721 -1.628 -0.793
H 3.039 -0.671 -1.578
H 4.371 -0.970 -2.576
H 3.554 -2.337 -1.818
C 1.977 2.627 -4.263
Br 1.995 4.325 -5.157
Br 3.741 1.884 -4.145
Br 1.155 2.712 -2.522
H 1.364 1.971 -4.861
C 8.855 5.453 4.118
Br 9.044 7.293 3.532
Br 8.723 5.355 6.046
Br 7.419 4.515 3.225
H 9.765 4.949 3.845
C -1.658 0.758 -4.991
Br -1.475 2.507 -5.766
Br 0.055 -0.121 -4.953
Br -2.417 0.783 -3.233
H -2.331 0.201 -5.618
C -3.073 -7.222 -4.852
Br -3.699 -5.434 -4.542
Br -3.882 -8.479 -3.647
Br -3.334 -7.765 -6.677
H -2.015 -7.229 -4.659
C -3.921 -7.580 0.380
Br -3.005 -5.931 0.006
Br -3.602 -8.116 2.196
Br -5.824 -7.494 0.049
H -3.504 -8.344 -0.254
C -7.466 -5.041 1.860
Br -6.606 -3.336 1.689
Br -7.351 -5.715 3.655
Br -9.281 -4.993 1.230
H -6.931 -5.727 1.231
C 1.483 -2.467 -7.890
Br 0.607 -4.139 -7.559
Br 2.689 -2.007 -6.473
Br 2.360 -2.442 -9.601
H 0.721 -1.707 -7.912
C 3.434 1.285 -9.782
Br 3.518 3.015 -10.611
Br 5.164 0.460 -9.676
Br 2.588 1.364 -8.060
H 2.821 0.660 -10.407
C -3.369 -1.072 2.834
Br -3.738 -0.633 1.008
Br -4.741 -0.471 4.033
Br -3.061 -2.948 3.054
H -2.462 -0.546 3.084
C 9.551 -0.708 -1.865
Br 9.744 1.122 -2.417
Br 9.486 -0.868 0.046
Br 8.034 -1.544 -2.704
H 10.426 -1.235 -2.200
C -5.192 2.652 7.118
Br -6.576 1.368 6.761
Br -3.461 1.954 6.651
Br -5.563 4.329 6.265
H -5.186 2.828 8.179
C -4.781 4.089 -2.479
Br -5.099 3.407 -4.245
Br -6.111 5.366 -1.944
Br -4.622 2.691 -1.170
H -3.845 4.619 -2.504
C -10.210 2.286 7.700
Br -9.548 4.082 7.581
Br -10.104 1.610 9.494
Br -11.985 2.135 6.983
H -9.569 1.673 7.092
C -7.692 -8.343 -3.603
Br -8.342 -8.733 -5.368
Br -8.083 -6.537 -3.081
Br -8.336 -9.611 -2.312
H -6.620 -8.438 -3.633
C -1.566 5.225 7.653
Br -1.448 6.956 6.833
Br 0.117 4.661 8.383
Br -2.968 5.157 8.962
H -1.827 4.524 6.879
C -9.069 5.575 1.299
Br -8.511 7.410 1.183
Br -8.912 4.912 3.096
Br -10.838 5.328 0.595
H -8.400 4.996 0.687
C -4.622 -12.272 -2.772
Br -5.923 -13.672 -2.618
Br -4.954 -10.863 -1.506
Br -2.827 -12.939 -2.635
H -4.727 -11.845 -3.754
C 0.024 -0.333 5.591
Br -1.247 -1.742 5.880
Br 1.582 -0.531 6.694
Br 0.478 -0.192 3.729
H -0.450 0.590 5.876
*
```

Calculated values
HOMO	-0.3431	Ha
energy	-3897281.157	eV



No. 6
# C21H29F3N4O3

C21H29F3N4O3 in the gas phase (ωB97M-V with the def2-TZVPD basis set, OMol25).

Geometry as ORCA input:
```
! RIJCOSX wB97M-V def2-TZVPD def2/J DEFGRID3
* xyz 0 1
C -0.879 0.402 3.585
N -0.190 1.344 2.729
C 1.126 1.775 3.147
C 2.098 0.592 3.283
N 1.969 -0.323 2.168
C 2.685 0.120 0.986
C 2.448 -0.856 -0.167
O 2.781 -2.177 0.176
C 2.045 -2.585 1.308
C 2.351 -1.683 2.502
C -0.630 1.714 1.512
O -0.020 2.512 0.812
C -1.925 1.106 1.008
C -1.594 -0.001 -0.048
C -2.091 -1.333 0.500
O -1.526 -1.895 1.422
N -3.234 -1.813 -0.018
C -3.908 -1.319 -1.196
C -3.551 0.147 -1.419
N -2.111 0.249 -1.373
C -1.513 1.397 -2.030
C -0.121 1.085 -2.519
C 0.927 1.912 -2.132
C 2.217 1.701 -2.583
C 2.490 0.640 -3.429
C 1.468 -0.208 -3.811
C 0.167 0.013 -3.369
C -0.887 -0.960 -3.820
F -2.063 -0.395 -4.150
F -0.514 -1.645 -4.918
F -1.168 -1.898 -2.895
H -0.320 0.301 4.511
H -1.876 0.768 3.840
H -0.957 -0.578 3.110
H 1.478 2.477 2.389
H 1.059 2.299 4.107
H 3.123 0.989 3.387
H 1.866 0.037 4.195
H 2.316 1.105 0.693
H 3.772 0.188 1.183
H 3.071 -0.591 -1.022
H 1.391 -0.810 -0.469
H 2.342 -3.614 1.513
H 0.967 -2.542 1.099
H 1.764 -2.015 3.361
H 3.426 -1.758 2.749
H -2.539 0.695 1.804
H -2.485 1.903 0.515
H -0.504 -0.077 -0.129
H -3.510 -2.726 0.320
H -3.599 -1.902 -2.071
H -4.987 -1.435 -1.061
H -4.051 0.773 -0.660
H -3.904 0.453 -2.404
H -1.450 2.274 -1.371
H -2.139 1.663 -2.886
H 0.723 2.720 -1.446
H 3.010 2.362 -2.269
H 3.492 0.465 -3.787
H 1.675 -1.043 -4.462
*
```

Calculated values
HOMO	-0.3139	Ha
SMILES	CN(CCN1CCOCC1)C(=O)C[C@H]1C(=O)NCCN1Cc1ccccc1C(F)(F)F
energy	-42504.258	eV



No. 7
# C4H11N2O

A molecular structure, C4H11N2O at a distorted geometry (ωB97M-V with the def2-TZVPD basis set, OMol25).

Geometry as ORCA input:
```
! RIJCOSX wB97M-V def2-TZVPD def2/J DEFGRID3
* xyz -1 1
N -1.575 1.070 1.205
C -2.137 -0.247 1.059
C -1.066 -1.413 1.176
N -0.120 -1.501 2.046
C 2.346 0.150 -1.403
C 0.948 0.862 -1.520
O 0.886 2.120 -1.078
H -0.780 1.227 0.576
H -1.115 1.030 2.110
H -2.593 -0.458 0.088
H -2.856 -0.523 1.840
H -1.299 -2.221 0.455
H 0.091 -0.857 1.069
H 2.561 -0.100 -0.357
H 3.195 0.755 -1.750
H 2.445 -0.751 -2.036
H 0.367 0.121 -0.888
H 0.703 0.736 -2.592
*
```

Calculated values
HOMO	-0.1007	Ha
energy	-9349.847	eV



> HOMO of number 4 (C5H7N)?

-0.3090 Ha



> Which of these has the lowest HOMO?

C34H53N5OP



> The highest HOMO belongs to which entry?

C4H11N2O



> The lowest energy belongs to which entry?

C27H36B3Br55O7